88
Properties=species:S:1:pos:R:3:forces:R:3 method="wB97M-V/def2-TZVPD" e_homo_ev="-10.450 / -10.453" max_force_ha_per_bohr=0.0345 total_energy_ha=-7146.5247 total_charge=+1 homo_lumo_gap_ev="8.1 / 7.6" multiplicity=6 s2=8.759
As 0.87088 1.36133 -4.00214 0.2 0.0 0.2
Mn 0.65456 -1.14174 1.97670 0.0 -0.8 0.9
S -1.25815 -0.17600 3.08888 0.3 0.3 0.1
S 3.17836 -0.73366 2.25965 0.1 0.0 0.3
S 4.40441 -3.19957 4.93693 -0.2 -0.1 0.0
S 1.24688 -1.43006 5.11486 0.1 0.1 0.1
P 0.46501 -0.60664 -0.40972 -0.5 0.8 -1.5
F -4.25410 0.01628 3.09203 0.0 -0.2 0.0
F -5.45759 -1.70890 3.56153 0.1 0.0 0.1
F -3.91584 -1.05844 4.93980 0.0 0.0 -0.1
N -1.00022 -2.61963 2.21266 -0.1 0.3 0.0
C -3.22807 -2.13287 2.96318 0.2 -0.1 0.0
C -2.62440 3.61324 -3.23531 -0.1 -0.1 0.0
C -2.70419 -4.27442 2.02846 0.0 -0.1 0.0
C -0.83391 0.50897 -6.30666 0.0 -0.1 0.1
C -2.15745 4.68530 -2.48691 0.0 0.0 0.1
C -1.34151 -0.32054 -0.46713 0.2 0.0 0.1
C -1.06972 1.84185 -8.29497 0.0 0.0 0.0
C -0.13402 2.74091 -7.80018 0.0 0.0 0.0
C -1.99134 0.87619 -0.20419 0.1 0.0 -0.1
C 1.12006 1.73856 0.95902 -0.2 0.0 -0.1
C 0.06095 3.76501 -2.56925 0.1 -0.2 0.1
C -1.40930 -3.84164 1.86118 0.1 -0.1 -0.1
C 2.26677 -2.17347 6.44924 -0.2 0.1 -0.3
C -4.11879 -0.21468 -0.50997 0.0 0.0 0.0
C -3.37769 0.91862 -0.21784 -0.1 0.1 0.0
C 2.12376 0.12545 4.74708 -0.1 -0.5 0.0
C 1.39557 0.95139 -0.16743 -0.1 0.0 0.1
C 3.58516 -3.35394 3.30411 0.3 -0.1 0.2
C -2.09055 -1.46972 -0.73489 0.1 0.1 0.0
C 0.10994 -0.37607 -3.36493 -0.1 0.1 0.2
C -1.75385 2.60903 -3.62714 -0.1 0.0 0.1
C 3.42241 2.22628 -0.50162 0.0 0.0 0.0
C -4.20899 -1.20796 3.63622 -0.2 0.1 0.1
C -3.62176 -3.40959 2.61485 0.1 0.2 0.0
C 1.97512 2.76175 1.33348 0.0 0.1 0.1
C 3.40573 -0.02225 3.93895 -0.1 0.1 -0.2
C -0.81498 4.75532 -2.14444 -0.1 0.1 0.0
C -0.40319 2.67761 -3.29993 0.0 -0.2 0.1
C -1.89308 -1.74402 2.73911 0.0 -0.1 0.0
C 0.73345 -1.13742 -2.17243 0.3 0.0 0.1
C 3.13110 3.00789 0.60490 0.0 0.0 0.0
C 0.08905 1.41283 -5.79577 0.1 -0.1 0.0
C 4.11803 -2.30266 2.33943 -0.4 0.1 0.0
C 0.44374 2.52215 -6.56088 0.1 0.0 0.1
C 3.03106 -3.44253 6.10158 0.2 0.2 -0.3
C -1.41417 0.72544 -7.54966 0.0 0.0 0.0
C 2.56847 1.19724 -0.87659 0.0 -0.1 0.1
C -3.47141 -1.41197 -0.78340 -0.1 -0.1 0.0
H 3.80807 3.79646 0.90582 0.0 0.0 0.0
H -1.42746 1.77589 0.00522 0.0 0.0 0.0
H -3.88114 1.84981 0.00317 0.0 0.0 0.0
H -5.19980 -0.16519 -0.51729 0.0 0.0 0.0
H 2.38204 -4.22464 5.70967 0.0 0.0 0.1
H 3.50891 -3.81604 7.00799 -0.1 -0.1 0.0
H 4.32269 2.40452 -1.07457 0.0 0.0 0.0
H 3.80778 -4.35385 2.93183 0.0 0.0 -0.1
H -4.63856 -3.72541 2.80344 0.0 0.0 -0.1
H -0.44607 5.58952 -1.56053 0.0 0.0 0.0
H 0.21452 1.56653 1.53285 0.0 0.0 0.0
H 2.85733 0.56858 -1.70357 -0.1 0.0 -0.2
H -2.99078 -5.27294 1.73343 0.0 0.0 0.0
H 1.11716 3.84192 -2.33822 0.0 0.0 0.1
H 3.85786 0.95760 3.77940 0.0 0.0 0.0
H 2.94725 -1.39614 6.79389 0.0 0.0 0.1
H -1.58470 -2.41399 -0.91124 -0.1 0.0 0.0
H 0.26926 -1.03930 -4.21850 -0.1 0.0 0.0
H 1.17389 3.22440 -6.17119 0.0 0.0 0.0
H 1.80786 -1.26291 -2.31890 0.0 -0.1 0.0
H 2.34696 0.62016 5.69248 0.0 0.1 0.0
H -1.11842 -0.36865 -5.73728 0.0 0.0 0.0
H 1.73977 3.37526 2.19468 0.0 0.0 0.0
H -0.65442 -4.49356 1.43724 0.0 0.0 0.0
H -2.13100 1.77517 -4.20816 0.0 0.0 0.0
H 1.55463 -2.39151 7.24593 0.1 0.0 0.1
H 5.15006 -2.03591 2.56577 0.0 0.0 -0.1
H 1.38184 0.71966 4.20956 0.0 0.1 0.1
H 4.07396 -2.66349 1.31124 0.1 0.0 0.0
H -0.96738 -0.27085 -3.22750 0.0 0.0 0.0
H 4.11324 -0.66889 4.44906 0.1 0.0 0.0
H 0.14391 3.60987 -8.38211 0.0 0.0 0.0
H -4.04086 -2.30109 -1.02269 0.0 0.0 0.0
H -3.66893 3.55848 -3.51546 0.0 0.0 0.0
H 0.31147 -2.14562 -2.18286 0.1 -0.1 0.0
H -2.83726 5.47074 -2.18198 0.0 0.0 0.0
H 2.51080 -3.25249 3.43315 0.0 -0.1 0.0
H -2.14069 0.02017 -7.93263 0.0 0.0 0.0
H -1.52602 2.00945 -9.26162 0.0 0.0 0.0